The following is a DFT calculation (ωB97M-V/def2-TZVPD) of a cluster of 2 separate species, C3H7NO2 in total at a distorted geometry.

```
13
Properties=species:S:1:pos:R:3:forces:R:3:nbo_charge:R:1
O 2.328 -0.233 1.390 -1.01 -0.18 -0.08 -0.443
C 1.188 -0.435 1.279 0.70 0.01 0.16 0.767
C -0.104 -0.706 1.229 0.10 0.09 0.01 -0.602
C -0.805 -1.135 -0.022 0.17 -0.38 0.13 -0.071
O -1.499 -0.043 -0.626 -0.18 -0.03 -0.17 -0.732
H -0.648 -0.595 2.161 0.09 0.02 -0.11 0.260
H -0.082 -1.569 -0.726 -0.08 0.12 0.08 0.177
H -1.527 -1.921 0.240 0.13 0.10 -0.04 0.175
H -2.011 -0.405 -1.360 0.01 0.12 0.11 0.469
N 0.978 1.548 -0.844 -0.08 0.18 -0.06 -1.090
H 0.138 1.219 -1.311 0.11 0.09 0.01 0.377
H 1.406 2.273 -1.412 -0.05 -0.11 0.02 0.356
H 0.638 2.001 0.001 0.09 -0.02 -0.06 0.358
```
Forces are in eV/Å.

Values from the calculation:
SMILES: O=C=CCO.N
Gap between HOMO and LUMO, eV: 9.8
HOMO energy, eV: -9.03
Energy relative to the best compared isomer or geometry (same formula, charge and spin), eV: 2.157
Charge: 0
E, a.u.: -323.701686
LUMO energy, eV: 0.75